12
Properties=species:S:1:pos:R:3:forces:R:3 method="wB97M-V/def2-TZVPD" de_lowest_kj_mol=31.1 multiplicity=1 smiles=CSC.S total_energy_ev=-23873.824 homo_ha=-0.308 largest_force_ev_per_a=0.8
H 0.9132 0.8856 -2.9356 0.041 0.168 0.002
S -0.5720 0.8923 -1.0292 -0.002 0.116 0.027
H 1.0987 1.2105 0.7273 0.247 -0.198 -0.174
H 1.6466 1.7790 -0.9136 0.297 -0.132 0.107
H 0.5119 2.7176 0.0348 0.064 -0.036 0.021
H 0.7740 -0.7292 -2.2392 0.005 -0.179 0.038
C 0.2295 0.1780 -2.4759 -0.004 0.047 -0.056
H -0.2430 -2.9193 2.2886 -0.128 -0.064 0.031
S 0.0068 -1.6121 2.1886 0.199 0.161 -0.007
H -1.2806 -1.2560 2.2475 -0.049 -0.104 -0.035
H -0.5526 -0.0317 -3.2040 -0.005 -0.125 0.069
C 0.8322 1.7023 -0.2046 -0.665 0.346 -0.023


13
Properties=species:S:1:pos:R:3:forces:R:3 method="wB97M-V/def2-TZVPD" de_lowest_kj_mol=66.1 multiplicity=2 total_energy_ev=-34699.913 homo_ha="-0.443 / -0.434" charge=+1 largest_force_ev_per_a=1.4
H 2.1231 0.5396 -1.2654 0.440 0.058 -0.383
H -3.3980 0.3481 0.5899 0.021 -0.304 0.109
H -2.1725 1.4097 0.0779 0.594 -0.106 0.232
S 4.7609 0.3755 -1.4148 -0.779 0.018 0.216
S 3.0314 0.2014 -0.3221 1.253 -0.158 0.210
H -2.2585 0.8788 1.8163 -0.133 0.468 -0.107
C -2.3476 0.5815 0.7694 -0.608 -0.108 0.250
H -0.4615 -0.3764 0.9821 0.303 -0.384 -0.037
H -0.2673 -0.6551 -1.4580 -0.253 -0.053 -0.138
H 5.7202 0.0879 -0.4615 -0.949 0.048 -0.058
C -1.4506 -0.6360 0.6277 -0.761 0.054 -1.147
S -1.4143 -1.2778 -1.1227 0.629 0.334 0.606
H -1.8653 -1.4772 1.1811 0.244 0.132 0.246


15
Properties=species:S:1:pos:R:3:forces:R:3 method="wB97M-V/def2-TZVPD" de_lowest_kj_mol=366.5 multiplicity=1 total_energy_ev=-53420.372 homo_ha=-0.326 largest_force_ev_per_a=3.1
H 2.1456 -0.4407 -2.1202 -1.487 0.747 0.721
S -1.0831 2.1736 0.2805 0.612 0.781 -0.446
S 0.8819 0.1030 -1.7631 0.490 -1.386 -2.714
H 2.9789 0.2177 0.9673 0.572 0.418 0.212
Si -1.8885 -0.5632 0.0844 0.696 0.091 0.371
C 1.0012 0.1391 -0.0388 -0.548 -0.564 1.692
H -2.5175 0.1270 -1.0550 -0.167 -0.357 -0.094
S 1.3814 -1.3978 0.9438 1.439 0.950 0.384
H -1.1788 2.0427 -1.0524 -0.204 0.240 0.025
H 0.6026 -2.1728 0.3009 -1.211 -1.355 -0.980
C -0.3734 0.5361 0.5336 -1.017 0.188 2.567
H -2.8952 -0.7390 1.2266 0.772 0.078 -0.670
S 2.3720 1.2104 0.3102 0.846 0.828 1.043
H -0.2994 0.5312 1.6965 0.106 -0.165 -1.978
H -1.1278 -1.7674 -0.3144 -0.899 -0.494 -0.133


12
Properties=species:S:1:pos:R:3:forces:R:3 method="wB97M-V/def2-TZVPD" de_lowest_kj_mol=97.1 multiplicity=1 smiles="C=C([SiH3])[SiH3]" total_energy_ev=-17955.925 homo_ha=-0.343 largest_force_ev_per_a=5.9
H 1.0780 2.2059 -0.1750 -0.256 1.237 -0.043
Si -1.5067 -0.9663 -0.1654 1.473 3.038 -0.755
H -2.2337 -0.3450 0.9366 -0.650 -0.335 0.216
C 1.2272 -0.5827 -0.9058 -3.608 1.777 3.949
H 0.9189 -1.4927 -1.3437 0.400 -0.902 -1.077
H 1.6595 1.2544 1.8098 1.193 -0.096 1.218
C 0.2175 -0.1009 0.0327 2.873 -3.136 -4.044
H -1.4773 -2.3640 -0.2931 0.013 -1.563 0.178
Si 0.5735 1.4277 0.9397 -1.710 -0.573 0.064
H -0.7253 1.5327 1.7570 0.824 0.928 -0.512
H 2.2196 -0.1619 -1.0831 -0.357 -0.043 0.124
H -1.9513 -0.4073 -1.5096 -0.196 -0.332 0.683


14
Properties=species:S:1:pos:R:3:forces:R:3 method="wB97M-V/def2-TZVPD" multiplicity=3 total_energy_ev=-24098.797 homo_ha="-0.388 / -0.530" charge=+1 largest_force_ev_per_a=3.2
H -1.7100 -1.6823 1.0145 1.031 0.099 0.954
N -0.0417 -0.2175 1.3688 -2.312 -0.619 -0.943
H -1.2132 -0.8726 -0.3273 1.082 0.068 -1.736
H 1.7510 0.8324 0.9456 -0.648 -0.027 -0.632
H -0.5381 0.0307 -2.1949 -0.190 0.176 -0.222
Cl 1.7048 1.5320 -3.4326 0.628 1.382 -1.821
C -1.2882 -0.7177 0.7014 -1.527 -0.908 -0.372
H -0.3850 -0.0469 2.2953 0.334 0.505 1.160
H 0.1709 1.8923 0.9229 0.514 -1.516 -0.671
C 0.6652 0.8829 0.7469 0.131 1.855 2.641
H -2.1210 -0.0874 0.7715 -0.802 1.630 0.590
H 0.4439 -1.0713 1.3793 1.910 -1.102 0.407
Si 0.8972 0.3815 -2.0932 -0.319 -0.965 0.423
H 1.6642 -0.8561 -2.0982 0.166 -0.576 0.224


17
Properties=species:S:1:pos:R:3:forces:R:3 method="wB97M-V/def2-TZVPD" multiplicity=1 smiles="C[PH2](Cl)CP(=O)(O)O" total_energy_ev=-39464.958 homo_ha=-0.360 largest_force_ev_per_a=0.7
C 1.9725 -0.4958 0.3447 0.217 0.082 -0.064
H -0.8293 -2.3792 0.1970 -0.198 -0.017 0.082
H 1.7934 -0.3276 1.4042 -0.099 -0.093 0.013
H -3.6108 0.4847 0.1477 -0.098 -0.083 0.107
C -0.4918 0.7673 0.4742 0.121 -0.169 0.130
O -3.0720 -0.0813 0.7173 0.148 0.130 -0.236
H 3.0334 -0.4435 0.1312 0.011 -0.061 -0.037
O -1.8019 -0.5626 -1.5039 0.040 0.007 0.114
H 1.6004 -1.4780 0.0550 -0.057 0.015 0.008
H -0.2583 0.5838 1.5248 -0.009 0.082 0.033
H 1.3662 2.1004 -0.2446 0.122 0.019 -0.039
P -1.7070 -0.4387 -0.0408 -0.160 -0.133 0.090
H 0.3768 0.5175 -1.7569 0.068 -0.055 -0.051
Cl 2.8603 1.0132 -2.0241 0.205 0.036 -0.152
P 1.1041 0.7836 -0.6016 -0.608 0.155 0.376
O -1.3681 -1.7937 0.7475 0.255 0.072 -0.195
H -0.9680 1.7500 0.4281 0.042 0.011 -0.179


13
Properties=species:S:1:pos:R:3:forces:R:3 method="wB97M-V/def2-TZVPD" de_lowest_kj_mol=138.0 multiplicity=1 total_energy_ev=-5192.523 homo_ha=-0.538 charge=+1 largest_force_ev_per_a=2.0
N -0.1984 -0.2771 1.0722 -0.869 -0.671 -0.581
H 0.5663 -0.0694 1.7165 -0.005 -0.052 -0.077
C 0.1520 -1.5384 0.3194 0.364 0.448 0.450
H -1.0568 1.6778 -1.2949 0.866 0.011 -0.843
H 0.7374 -0.6834 -1.4747 0.851 0.846 0.465
H -1.0075 2.6459 -0.0839 0.487 0.256 0.229
N -0.4291 1.9496 -0.5493 -1.437 -0.259 1.394
H -0.4057 0.6292 0.4916 0.380 -0.242 -0.257
H -1.0006 -0.5518 1.6387 -0.091 0.582 0.164
C 0.8822 -1.5040 -0.7862 -0.522 0.126 -0.342
H -0.2656 -2.3596 0.8870 1.000 -0.467 0.010
H 1.5491 -2.2614 -1.1852 -0.883 -0.646 0.139
H 0.4767 2.3426 -0.7513 -0.142 0.067 -0.751


13
Properties=species:S:1:pos:R:3:forces:R:3 method="wB97M-V/def2-TZVPD" de_lowest_kj_mol=464.0 multiplicity=1 total_energy_ev=-5189.145 homo_ha=-0.533 charge=+1 largest_force_ev_per_a=3.0
H -2.9440 -0.1721 -0.5436 0.356 -0.384 -0.021
H -1.2371 -0.3173 -0.5437 -0.146 -0.438 0.085
H 0.0417 1.2274 0.1795 -0.402 0.100 0.383
H 0.3338 0.3007 1.7158 -0.621 0.044 -0.003
H 2.4743 -0.3251 0.4170 0.290 0.064 0.362
H 2.3717 1.3037 0.8195 -0.039 0.184 -0.146
N -2.0506 0.2681 -0.7646 -1.004 1.285 -0.134
N 1.9314 0.5181 0.3697 -0.134 -0.510 -0.721
H -2.0310 0.5001 -1.7551 0.121 -0.301 -0.091
H 0.6379 -1.0661 -0.9829 -0.627 0.272 -0.397
C 0.5313 0.3546 0.6440 0.581 0.076 0.178
H -0.1336 -1.7432 0.5162 -1.184 0.132 -0.247
C 0.0741 -0.8489 -0.0718 2.809 -0.524 0.752


14
Properties=species:S:1:pos:R:3:forces:R:3 method="wB97M-V/def2-TZVPD" de_lowest_kj_mol=266.0 multiplicity=1 total_energy_ev=-7239.599 homo_ha=-0.471 charge=+1 largest_force_ev_per_a=7.1
H 0.3236 2.3007 1.8695 -1.439 -1.019 -0.369
H -1.5356 -1.1813 -2.0584 -1.660 -0.808 0.128
C -0.4066 0.5695 0.8806 0.590 0.156 1.130
N 0.9345 -1.2434 -0.3404 3.245 3.059 0.791
N -0.5039 1.6833 1.6877 6.660 -2.357 -1.055
H 1.6615 -1.8550 0.0857 -0.882 0.383 -0.136
H 1.3878 -0.7368 -1.1489 -0.664 -1.765 0.410
H -0.6206 -0.4130 -2.8064 0.854 2.275 -4.793
H 0.1199 -1.7187 -0.6774 -0.402 -0.081 0.009
H -1.3758 0.0488 0.7800 0.776 0.238 -0.397
H 1.7453 0.5021 0.6734 0.323 0.249 0.030
O -0.7044 -0.7577 -1.9937 -0.342 -1.270 3.571
H -1.3356 2.0370 1.7536 -5.639 2.803 0.720
C 0.7818 0.0969 0.4607 -1.421 -1.863 -0.037


14
Properties=species:S:1:pos:R:3:forces:R:3 method="wB97M-V/def2-TZVPD" de_lowest_kj_mol=280.7 multiplicity=2 total_energy_ev=-7225.541 homo_ha="-0.824 / -0.811" charge=+2 largest_force_ev_per_a=3.9
N 0.5789 -0.3497 0.9235 -3.271 1.976 -0.899
H 1.7859 0.5153 -0.7765 -0.457 -0.656 0.838
H -1.5555 0.1252 0.6694 0.776 -0.991 -0.397
H -0.3563 0.1072 -1.4115 -0.985 -0.447 -0.865
C 1.3086 0.7252 0.2117 -0.984 0.948 -2.041
H 0.4039 -0.1139 1.9320 0.884 -0.745 -0.402
H 0.0123 -1.5289 -1.3494 -0.880 0.348 -0.285
C -0.8215 -0.6842 0.3775 0.336 -1.747 1.141
N -0.7492 -0.8299 -1.1659 1.988 -0.092 2.358
O 0.2553 1.6794 -0.1753 0.354 -0.946 1.775
H -1.0526 -1.6550 0.9736 -0.088 1.333 -1.541
H 2.0791 1.0565 0.8370 0.919 0.956 1.191
H -0.2704 2.0865 0.5879 1.306 -0.368 -1.011
H -1.6186 -1.1338 -1.6339 0.104 0.429 0.139


16
Properties=species:S:1:pos:R:3:forces:R:3 method="wB97M-V/def2-TZVPD" de_lowest_kj_mol=0.0 multiplicity=1 total_energy_ev=-11336.245 homo_ha=-0.516 charge=+1 largest_force_ev_per_a=3.0
H 3.1821 0.1481 0.0153 -0.994 0.061 -0.583
N -2.3342 -0.3830 -1.0618 -1.738 -1.160 2.116
H -2.1406 -1.4102 0.7608 0.118 1.945 -0.415
H -3.1808 0.9159 1.4487 0.480 -0.579 -0.418
H -2.0725 0.4496 -1.5490 -0.481 0.497 -0.423
O 0.1788 0.7271 1.0456 0.621 -0.339 0.595
H 3.1412 0.5655 -1.5596 -1.200 0.231 0.669
H -0.4849 0.9623 1.7271 -0.259 0.365 -0.282
O 0.3033 -0.7527 -0.5893 0.632 0.276 0.062
N 2.5261 0.5262 -0.7108 1.540 -2.227 -0.209
C -0.3425 -0.1817 0.2755 -1.804 -0.279 -0.842
C -1.9049 -0.3763 0.2911 1.074 0.037 1.370
O -2.2524 0.8170 1.1636 -0.203 -1.307 -0.649
H -3.3539 -0.6224 -0.9828 1.315 0.733 -1.155
H 2.2740 1.4142 -0.3660 -0.240 1.668 0.102
H 1.5113 -0.1020 -0.7578 1.139 0.079 0.064


17
Properties=species:S:1:pos:R:3:forces:R:3 method="wB97M-V/def2-TZVPD" de_lowest_kj_mol=608.8 multiplicity=1 total_energy_ev=-20626.554 homo_ha="-0.281 / -0.347" largest_force_ev_per_a=5.5
H 0.6161 1.9523 -1.4137 1.930 -1.807 -0.102
H -2.4487 -0.1189 1.4870 -0.839 -1.117 0.557
H -1.0528 0.9307 1.5665 -0.187 1.082 0.105
H 0.5615 1.5386 2.2989 -0.259 -0.385 1.612
H 1.2149 -2.8215 -0.5038 -0.671 1.201 0.366
N -0.6238 -3.0487 -0.0714 -2.485 0.260 -0.796
H 1.9159 1.3007 -0.3958 1.264 1.449 1.317
H 2.2107 1.4618 -2.0816 2.073 -0.053 -2.582
H -1.4628 -2.4466 -0.3039 0.419 -0.886 1.020
O 0.8698 1.6948 1.4274 0.483 -0.527 -2.056
P 0.4797 -0.5954 0.0515 -0.721 0.895 1.369
H -2.3999 1.1030 0.1646 0.568 0.232 2.231
C -1.8059 0.5050 0.9390 -0.161 0.508 -3.494
O -1.0790 -0.2426 -0.0953 0.308 -0.828 0.506
C 1.5504 1.1957 -1.3660 -4.554 1.821 2.406
N 0.3333 -2.2601 -0.3963 2.660 -1.253 -0.425
O 1.1206 -0.1488 -1.3071 0.170 -0.592 -2.036


15
Properties=species:S:1:pos:R:3:forces:R:3 method="wB97M-V/def2-TZVPD" de_lowest_kj_mol=240.1 multiplicity=1 total_energy_ev=-16534.864 homo_ha=-0.378 largest_force_ev_per_a=5.0
H -1.1820 -1.7648 -0.8870 -1.771 -0.408 0.142
P -0.2890 0.3914 -0.2646 1.296 1.273 -0.148
H -1.3894 0.9149 1.7927 0.531 -0.014 1.196
H 1.0195 0.2108 1.6211 0.257 -1.012 1.477
H 2.2012 -0.6757 -0.2478 0.451 -0.170 -0.620
N 2.6144 0.2486 -0.1263 -3.863 0.907 2.962
C -0.2464 -1.3146 -0.7539 1.240 -1.482 2.214
H 2.1865 0.8410 -0.8206 0.323 0.162 -1.198
O -0.0940 1.2544 -1.4584 -0.543 -0.253 0.145
H 0.1592 -1.3676 -1.7212 1.119 0.009 -1.164
C -1.6910 0.7403 0.7952 -1.064 0.100 -0.695
H -2.5398 0.0400 0.8137 0.474 0.082 -0.308
H -2.0466 1.7112 0.4540 -0.169 0.035 -0.172
N 0.9856 0.7654 0.8129 2.388 -0.284 -2.676
H 0.3118 -1.9953 -0.0097 -0.671 1.054 -1.156


17
Properties=species:S:1:pos:R:3:forces:R:3 method="wB97M-V/def2-TZVPD" de_lowest_kj_mol=260.5 multiplicity=1 total_energy_ev=-35111.785 homo_ha=-0.292 largest_force_ev_per_a=2.9
H 1.8226 -2.0831 -1.6670 -2.434 -0.267 1.621
H 0.0693 -1.3291 -1.3700 1.387 -0.711 0.766
H -2.1203 2.3349 -0.7349 -0.968 -1.457 -1.122
O 0.1340 0.7810 -0.3707 -0.676 0.669 -0.560
P -3.1506 0.1264 1.4963 0.027 -0.352 0.585
H 0.6729 -2.5253 -0.1108 -0.161 -0.881 -1.055
N 1.6463 -0.8415 -0.0719 1.593 0.941 1.040
H -1.7306 1.3972 -2.0414 -0.729 -0.104 0.677
H 2.0918 0.6242 2.2542 0.284 -0.159 0.399
C 0.9802 -1.7903 -0.8580 0.467 -0.865 -2.629
P 2.2579 1.4911 1.1668 -2.276 1.252 0.742
H 2.5671 -1.1092 0.3003 -0.906 0.469 -0.172
N -2.4406 1.4658 -1.2847 1.550 1.246 1.776
H 1.0183 2.3181 1.6640 1.957 -1.130 -0.833
C 1.1558 0.3731 0.1275 1.442 0.945 0.719
P -2.2102 0.0611 -0.2749 -0.362 -0.915 -1.409
H -2.7641 -1.2942 1.7752 -0.196 1.318 -0.545


16
Properties=species:S:1:pos:R:3:forces:R:3 method="wB97M-V/def2-TZVPD" de_lowest_kj_mol=82.2 multiplicity=1 total_energy_ev=-33063.667 homo_ha="-0.293 / -0.293" largest_force_ev_per_a=4.1
P -1.7652 -0.8063 -0.5603 1.582 3.007 1.587
H -0.6728 2.0619 0.7462 -1.323 0.843 0.422
N -0.1231 0.4051 -0.7251 -2.638 -2.474 0.236
H -3.0384 -0.0702 3.1165 -0.087 -0.812 0.144
H 2.2341 -0.7826 0.1177 1.232 0.987 1.031
N -2.5780 -0.4178 0.7231 0.603 -1.204 -2.083
H 0.8839 2.5041 -0.4552 -0.057 -0.536 0.777
P -2.4396 0.5978 2.0531 0.027 1.145 -0.594
C 1.7397 -1.2147 -0.6915 -2.540 1.621 0.028
H 2.3055 -1.8231 -1.2439 2.812 -2.054 -2.226
H 1.6561 0.6621 -1.6650 -0.702 -0.972 -1.391
P 0.5033 1.4480 0.5139 1.306 0.222 -1.377
H -1.1132 0.2398 2.2515 0.439 0.023 0.925
H 1.0595 -1.8585 -0.2349 -1.528 -1.246 0.816
H 0.3950 -0.7331 -2.4119 1.630 1.198 0.952
C 0.9533 -0.2126 -1.5341 -0.755 0.251 0.752


14
Properties=species:S:1:pos:R:3:forces:R:3 method="wB97M-V/def2-TZVPD" de_lowest_kj_mol=431.2 multiplicity=1 total_energy_ev=-16024.938 homo_ha="-0.469 / -0.460" charge=+1 largest_force_ev_per_a=1.5
H 0.3968 -2.3705 -0.6301 -0.007 0.289 -0.013
N 0.1128 -1.3777 -0.6774 0.152 -0.276 -0.070
S 2.2240 0.6569 -0.3644 -0.138 0.041 0.471
H -1.3449 1.4114 -1.0666 0.014 0.073 -0.324
N 1.3699 -0.1420 0.8884 0.286 -0.066 -0.403
H 1.5512 0.1484 1.8396 -0.012 -0.003 -0.102
H -1.3657 1.9990 0.6737 0.102 0.214 0.229
H -0.3646 -1.1844 1.4403 -0.104 -0.130 -0.018
H -0.8096 -1.3190 -1.1207 0.246 0.049 0.093
C -1.6522 1.2641 -0.0500 0.894 -0.912 0.311
H 0.8229 -0.8493 -1.2415 -0.392 -0.276 -0.068
H 1.4542 1.7689 -0.4671 0.018 -0.100 0.008
H -2.5261 0.6818 0.1523 -0.342 -0.179 0.023
C 0.1313 -0.6877 0.6234 -0.718 1.278 -0.136


14
Properties=species:S:1:pos:R:3:forces:R:3 method="wB97M-V/def2-TZVPD" de_lowest_kj_mol=255.8 multiplicity=1 total_energy_ev=-6687.858 homo_ha=-0.333 largest_force_ev_per_a=1.7
H -4.0992 0.7572 -0.5947 -0.474 -0.421 0.304
H 3.1333 0.5209 -0.2035 -0.370 -0.074 0.173
C 2.0669 0.5392 0.0910 1.175 0.554 0.543
C 1.3268 -0.7552 -0.2054 0.817 0.669 0.083
H 1.7645 -1.5554 0.3957 -0.061 -0.101 -0.209
H 1.4094 -1.0227 -1.2621 0.060 -0.046 0.048
N -3.8999 -0.0538 0.0414 -1.170 0.912 -0.747
N -0.0484 -0.5760 0.1527 -0.526 -0.412 -0.001
H 2.0191 0.7604 1.1881 0.086 -0.211 -0.810
H 1.6346 1.4174 -0.4150 -0.083 -0.385 -0.016
H -0.2755 0.3953 -0.0097 -0.132 0.043 0.009
H -0.1634 -0.7196 1.1452 -0.271 -0.098 0.093
N -2.6963 -0.2041 0.1186 1.004 -0.167 0.517
H -2.1719 0.4963 -0.4422 -0.057 -0.265 0.012